# 1
Molecular formula: C32H18AlF15GeN4O4SSe
Method: DFT, the ωB97M-V functional and the def2-TZVPD basis

## Properties
M (g/mol): 1018.109
Largest force on an atom (eV/A): 3.122
Energy (eV): -227688.03099
HOMO level (eV): -8.41
HOMO-LUMO gap (eV): 7.62
LUMO level (hartree): -0.0293

Geometry as XYZ:
```
77
Properties=species:S:1:pos:R:3:mulliken_charge:R:1
Al 1.27864 0.11182 -0.36262 -0.7688
O 1.73439 4.64755 -1.65081 -0.4437
C 2.03489 3.36527 -1.49632 -0.4341
O 1.84788 2.51937 -2.33328 -0.3725
C 2.68460 3.08833 -0.18543 0.8937
C 3.30340 4.08451 0.56248 -0.5758
C 3.92230 3.73885 1.75817 -0.5563
C 3.92122 2.40883 2.14762 -0.7763
C 3.27258 1.48822 1.33160 0.4985
N 2.66737 1.81631 0.19981 0.3756
C 3.19007 0.00328 1.63015 0.2124
O 3.95650 -0.54322 2.37616 -0.6710
O 2.23915 -0.54913 0.94038 -0.6005
H 1.28863 4.81323 -2.49711 0.3895
H 3.29732 5.10009 0.20048 0.5579
H 4.40027 4.49452 2.36510 0.4768
H 4.38958 2.07279 3.06080 0.5784
F -3.72430 -1.85279 3.44177 -0.3016
C -4.24067 -1.36250 2.30084 0.4038
C -3.38179 -1.03721 1.26999 -0.4576
C -3.94116 -0.48282 0.13425 0.1569
F -3.13400 -0.12175 -0.86712 -0.1256
C -5.30641 -0.24655 0.02020 -0.0541
F -5.81157 0.32927 -1.07518 -0.3104
C -6.14968 -0.61302 1.06508 0.6912
F -7.46400 -0.41057 0.97055 -0.3006
C -5.61322 -1.17954 2.21692 0.1528
F -6.40606 -1.53688 3.23161 -0.3075
Ge -1.40305 -1.28879 1.50946 1.4600
S -0.28581 -1.60269 -0.31065 -0.5533
C -0.91474 0.28921 2.64065 0.3070
C 0.27142 0.26429 3.34903 -0.3151
F 0.96668 -0.87267 3.35002 -0.6172
C 0.74077 1.37479 4.03939 0.2875
F 1.90752 1.34821 4.69100 -0.4074
C -0.01247 2.54427 4.04238 0.5932
F 0.41240 3.61304 4.72200 -0.3329
C -1.20266 2.60103 3.32757 0.5061
F -1.91936 3.72688 3.30803 -0.3371
C -1.62621 1.47365 2.63391 0.3842
F -2.76475 1.55094 1.93176 -0.3264
C -1.45114 -3.00608 2.53543 -0.7746
C -1.91315 -4.06865 1.78259 0.2704
F -2.28987 -3.81532 0.51763 -0.3435
C -2.04225 -5.35274 2.28660 0.0762
F -2.48860 -6.35076 1.51788 -0.2954
C -1.71942 -5.57463 3.62201 0.6159
F -1.84275 -6.79607 4.14154 -0.3008
C -1.28681 -4.51656 4.41649 0.0814
F -1.01286 -4.72932 5.70590 -0.3052
C -1.16471 -3.24481 3.86501 0.5626
F -0.81421 -2.22324 4.64885 -0.2821
C 1.30262 -1.40442 -6.20635 -1.1829
C 1.56774 -0.10136 -5.45062 -0.8839
N 1.42212 -0.22701 -4.00973 0.5606
C 0.05886 -0.25818 -3.50631 0.9466
C -0.77159 0.98567 -3.77461 -1.1949
C 2.45058 -0.40026 -3.20013 1.6639
C 3.81353 -0.65081 -3.79208 -2.0285
N 2.33682 -0.37994 -1.88801 0.4163
H 1.48928 -1.24960 -7.26612 0.4184
H 0.27017 -1.72695 -6.10080 0.3344
H 1.94797 -2.20401 -5.85149 0.2824
H 0.85334 0.65244 -5.78559 0.3335
H 2.56470 0.26922 -5.68728 0.5562
H 0.09833 -0.41159 -2.42710 -1.5064
H -0.42949 -1.13445 -3.94044 0.4105
H -0.29820 1.84846 -3.31912 0.1554
H -1.74194 0.83630 -3.30960 0.2998
H -0.92323 1.17114 -4.83541 0.4880
H 4.28643 0.29262 -4.06637 0.3190
H 3.76096 -1.27910 -4.67744 0.4117
H 4.45151 -1.14471 -3.06160 0.4808
H 3.21914 -0.61062 -1.43715 0.2855
Se -1.54490 3.76972 -0.83432 -0.0611
C -0.62668 2.40318 -0.44817 0.8779
N 0.04207 1.46399 -0.15471 -0.6678
```

=====

# 2
Molecular formula: C29H20ClF3MnN3O5
Method: DFT, the ωB97M-V functional and the def2-TZVPD basis

## Properties
M (g/mol): 637.880
Largest force on an atom (eV/A): 1.738
Energy (eV): -97096.49414
HOMO level (alpha / beta) (eV): -11.65 / -11.68
Spin multiplicity: 2
Total charge: +1
HOMO-LUMO gap (alpha / beta) (eV): 5.68 / 5.69
LUMO level (alpha / beta) (hartree): -0.2193 / -0.2203

Geometry as XYZ:
```
62
Properties=species:S:1:pos:R:3:mulliken_charge:R:1
Mn -0.15265 0.05605 1.04010 -0.1438
C 2.42579 3.28322 -0.17246 -1.2430
C 1.90411 2.18250 0.53213 -0.0918
N 0.87383 1.49566 0.09180 1.2484
C 0.24603 1.88521 -1.04585 0.3613
C 0.67883 2.98610 -1.79835 0.7229
C 1.82453 3.67784 -1.33484 -0.9063
C -0.06714 3.35232 -2.93616 -0.7977
C -1.20878 2.66680 -3.25295 -1.0804
C -1.63983 1.56563 -2.48927 -0.7002
C -0.89897 1.13676 -1.41093 0.0261
N -1.16093 0.08565 -0.53318 1.3234
C -2.11137 -0.92675 -0.65769 -0.1799
C -2.80149 -1.32633 -1.78121 -0.4651
C -3.78656 -2.32886 -1.68939 -1.3103
C -4.06852 -2.93930 -0.49855 -0.7093
C -3.33057 -2.60743 0.65769 0.6947
C -3.51758 -3.20479 1.92618 -0.7395
C -2.72622 -2.82582 2.97510 -1.1896
C -1.71392 -1.87164 2.76596 0.1664
N -1.51316 -1.31250 1.58874 0.7950
C -2.33004 -1.63124 0.55100 0.2329
H 3.28463 3.80260 0.22348 0.5537
H 2.32557 1.86217 1.47706 0.6194
H 2.19988 4.52211 -1.89463 0.4930
H 0.25460 4.19234 -3.53258 0.4982
H -1.80370 2.98010 -4.09798 0.4544
H -2.58112 1.10025 -2.73334 0.7383
H -2.57990 -0.89828 -2.74547 0.5976
H -4.32403 -2.61603 -2.57977 0.4283
H -4.83740 -3.69426 -0.43644 0.4847
H -4.28999 -3.95152 2.05429 0.4873
H -2.85013 -3.24906 3.95888 0.4602
H -1.05378 -1.56480 3.56712 0.6004
C 0.82026 -1.59258 -2.50634 -1.7736
C 2.03107 -1.02863 -1.82317 0.9718
C 3.05266 -0.46389 -2.58346 -0.7469
C 4.20901 0.00417 -1.98531 0.1580
Cl 5.44350 0.71901 -2.96348 -0.2027
C 4.39733 -0.10288 -0.61491 -0.9750
C 3.38516 -0.63597 0.16222 -0.2648
C 2.21259 -1.06654 -0.44278 0.7751
O 1.12214 -1.50031 0.34338 -0.5672
C 1.47759 -2.25687 1.51158 -0.8635
C 1.58227 -1.31560 2.71887 0.4681
O 2.18135 -1.62356 3.70850 -0.6420
O 0.93395 -0.18659 2.54226 -0.7072
H 0.29614 -0.82218 -3.07066 0.3062
H 0.12758 -2.04111 -1.79987 0.1495
H 1.12458 -2.36326 -3.21290 0.6234
H 2.94794 -0.40508 -3.65738 0.5133
H 5.31510 0.23708 -0.16261 0.5041
H 3.51910 -0.69616 1.23212 0.5050
H 2.40822 -2.80125 1.34042 0.4938
H 0.66331 -2.96777 1.67100 0.4724
F -0.93536 3.00630 4.97293 -0.2431
C -1.00117 2.98355 3.64885 0.8065
F 0.17167 3.41867 3.16652 -0.2107
F -1.94451 3.85486 3.24993 -0.2627
C -1.33137 1.56212 3.10989 0.2367
O -1.84159 0.73403 3.81181 -0.5339
O -1.03854 1.46575 1.84410 -0.4200
```

=====

# 3
Molecular formula: C5H5F2N
Method: DFT, the ωB97M-V functional and the def2-TZVPD basis

## Properties
ΔE to the lowest compared entry with this formula, charge and spin (kcal per mole): 65.2
M (g/mol): 117.098
Largest force on an atom (eV/A): 7.066
Energy (eV): -12188.27828
HOMO level (eV): -8.61
HOMO-LUMO gap (eV): 9.38
LUMO level (hartree): 0.0282

Geometry as XYZ:
```
13
Properties=species:S:1:pos:R:3:mulliken_charge:R:1
C -1.94539 -0.07382 0.38345 -0.1515
C -0.39643 -0.07436 0.36028 0.1862
C 0.61559 0.49334 1.07058 -0.8571
C 1.73103 0.46956 0.19428 0.7576
C 1.49777 -0.27723 -0.92108 -0.6219
H -2.29001 -0.96263 1.01584 0.2059
H -2.34382 0.86382 0.59478 0.3110
H 0.70890 0.83814 2.04035 0.4561
H 2.28621 -0.35298 -1.73867 0.3096
H -0.48698 -0.47489 -1.87762 0.3600
N 0.09766 -0.67758 -0.75908 -0.3217
F -2.46256 -0.55950 -0.93967 -0.3414
F 2.98803 0.78814 0.57657 -0.2928
```

=====

# 4
Molecular formula: C3H2N2OS2
Method: DFT, the ωB97M-V functional and the def2-TZVPD basis

## Properties
ΔE to the lowest compared entry with this formula, charge and spin (kcal per mole): 40.6
M (g/mol): 146.196
Largest force on an atom (eV/A): 4.446
Energy (eV): -29839.03526
HOMO level (eV): -9.89
HOMO-LUMO gap (eV): 7.85
LUMO level (hartree): -0.0748

Geometry as XYZ:
```
10
Properties=species:S:1:pos:R:3:mulliken_charge:R:1
C -2.35324 -0.25684 0.05558 0.2755
C 1.47106 0.28190 -0.02859 0.3932
C 2.87112 -0.21633 0.07951 0.1224
H -2.57737 -1.38961 0.44085 0.1856
H -0.74226 0.86154 -0.12454 0.1618
N -1.03299 -0.05359 0.12319 -0.0656
N 3.86765 -0.78345 -0.20848 -0.3509
O -3.17410 0.64802 -0.26106 -0.5435
S 0.31474 -1.03019 -0.06523 0.0777
S 1.35539 1.93856 -0.01122 -0.2563
```

=====

What did the fourth record say?
Molecular formula: C3H2N2OS2
Method: DFT, the ωB97M-V functional and the def2-TZVPD basis

## Properties
ΔE to the lowest compared entry with this formula, charge and spin (kcal per mole): 40.6
M (g/mol): 146.196
Largest force on an atom (eV/A): 4.446
Energy (eV): -29839.03526
HOMO level (eV): -9.89
HOMO-LUMO gap (eV): 7.85
LUMO level (hartree): -0.0748

Geometry as XYZ:
```
10
Properties=species:S:1:pos:R:3:mulliken_charge:R:1
C -2.35324 -0.25684 0.05558 0.2755
C 1.47106 0.28190 -0.02859 0.3932
C 2.87112 -0.21633 0.07951 0.1224
H -2.57737 -1.38961 0.44085 0.1856
H -0.74226 0.86154 -0.12454 0.1618
N -1.03299 -0.05359 0.12319 -0.0656
N 3.86765 -0.78345 -0.20848 -0.3509
O -3.17410 0.64802 -0.26106 -0.5435
S 0.31474 -1.03019 -0.06523 0.0777
S 1.35539 1.93856 -0.01122 -0.2563
```